A 2-piece molecular cluster, CH3IN2O overall. Source: the OMol25 dataset; level of theory: ωB97M-V/def2-TZVPD.

Geometry as ORCA input:
```
! RIJCOSX wB97M-V def2-TZVPD def2/J DEFGRID3
* xyz 0 1
O 1.682 1.440 -0.557
N 1.226 0.635 0.130
I 2.678 -0.803 0.985
C -0.893 -0.571 0.013
N -1.531 0.499 0.066
H -0.750 -1.200 -0.813
H -0.309 -0.736 0.919
H -2.104 0.735 -0.743
*
```

Values from the calculation:
Lowest unoccupied orbital energy   -1.3 eV
Energy relative to the best compared isomer or geometry (same formula, charge and spin)   268.7 kJ/mol
Highest occupied orbital energy   -0.3505 hartree
Gap between HOMO and LUMO   8.23 eV

=====

A single CH3INOP molecule. Source: the OMol25 dataset; level of theory: ωB97M-V/def2-TZVPD.

Geometry as ORCA input:
```
! RIJCOSX wB97M-V def2-TZVPD def2/J DEFGRID3
* xyz 0 1
O 0.744 0.932 -1.308
C 0.866 -0.035 -0.611
I 2.786 -1.041 -0.135
N -0.090 -0.598 0.165
P -1.760 0.118 0.242
H 0.173 -1.339 0.689
H -1.192 1.268 -0.461
H -1.527 0.695 1.420
*
```

Values from the calculation:
Lowest unoccupied orbital energy   0.0 eV
Energy relative to the best compared isomer or geometry (same formula, charge and spin)   37.0 kJ/mol
Highest occupied orbital energy   -0.3587 hartree
Gap between HOMO and LUMO   9.77 eV

=====

A 2-piece molecular cluster, CH3INOP overall. Source: the OMol25 dataset; level of theory: ωB97M-V/def2-TZVPD.

Geometry as ORCA input:
```
! RIJCOSX wB97M-V def2-TZVPD def2/J DEFGRID3
* xyz 0 3
C -0.961 -0.555 1.560
N -0.219 -0.087 0.772
O -1.756 -0.715 2.352
P 0.738 -0.329 -0.608
I -4.987 -0.092 -0.191
H -5.483 -1.371 -0.997
H 1.795 0.385 0.015
H 0.304 0.821 -1.353
*
```

Values from the calculation:
Lowest unoccupied orbital energy (alpha / beta)   0.5 / -3.3 eV
Energy relative to the best compared isomer or geometry (same formula, charge and spin)   199.8 kJ/mol
Highest occupied orbital energy (alpha / beta)   -0.1798 / -0.3716 hartree
Gap between HOMO and LUMO (alpha / beta)   5.41 / 6.76 eV

=====

A single CH3INP molecule. Source: the OMol25 dataset; level of theory: ωB97M-V/def2-TZVPD.

Geometry as ORCA input:
```
! RIJCOSX wB97M-V def2-TZVPD def2/J DEFGRID3
* xyz 0 1
H 2.186 0.784 -1.419
P 0.721 1.260 -1.426
N 0.314 0.167 -0.355
C -0.877 -0.098 0.202
I -2.581 0.468 -1.215
H -1.085 -1.250 0.282
H -1.323 0.577 1.063
*
```

Values from the calculation:
Lowest unoccupied orbital energy   -1.2 eV
Energy relative to the best compared isomer or geometry (same formula, charge and spin)   97.5 kJ/mol
Highest occupied orbital energy   -0.3318 hartree
Gap between HOMO and LUMO   7.81 eV

=====

A single CH3IO2 molecule. Source: the OMol25 dataset; level of theory: ωB97M-V/def2-TZVPD.

Geometry as ORCA input:
```
! RIJCOSX wB97M-V def2-TZVPD def2/J DEFGRID3
* xyz 0 1
O -0.142 -1.367 0.206
C 0.218 -0.239 -0.462
O -0.698 1.013 -0.308
I -0.645 2.268 1.290
H -0.127 -1.139 1.101
H 1.230 -0.019 -0.228
H 0.163 -0.518 -1.597
*
```

Values from the calculation:
Lowest unoccupied orbital energy   -1.0 eV
Energy relative to the best compared isomer or geometry (same formula, charge and spin)   196.8 kJ/mol
Highest occupied orbital energy   -0.3523 hartree
Gap between HOMO and LUMO   8.60 eV

=====

An isolated ion of composition CH3IO2P and charge -1. Source: the OMol25 dataset; level of theory: ωB97M-V/def2-TZVPD.

Geometry as ORCA input:
```
! RIJCOSX wB97M-V def2-TZVPD def2/J DEFGRID3
* xyz -1 1
C -0.845 -0.566 0.022
P 0.582 0.675 -0.068
O 0.532 1.551 1.222
O 0.740 1.346 -1.344
I 2.416 -1.045 -0.013
H -0.809 -0.849 -0.937
H -0.931 -1.212 0.899
H -1.685 0.099 0.218
*
```

Values from the calculation:
Lowest unoccupied orbital energy   3.2 eV
Energy relative to the best compared isomer or geometry (same formula, charge and spin)   50.0 kJ/mol
Highest occupied orbital energy   -0.1836 hartree
Gap between HOMO and LUMO   8.19 eV

=====

An isolated ion of composition CH3IO2P and charge -1. Source: the OMol25 dataset; level of theory: ωB97M-V/def2-TZVPD.

Geometry as ORCA input:
```
! RIJCOSX wB97M-V def2-TZVPD def2/J DEFGRID3
* xyz -1 1
C 0.101 -0.573 -0.921
P 0.102 0.182 0.852
O 1.395 0.277 1.538
O -1.093 -0.370 1.551
I -0.776 2.490 0.360
H -0.840 -1.028 -1.094
H 0.254 0.360 -1.468
H 0.857 -1.339 -0.816
*
```

Values from the calculation:
Lowest unoccupied orbital energy   3.3 eV
Energy relative to the best compared isomer or geometry (same formula, charge and spin)   20.9 kJ/mol
Highest occupied orbital energy   -0.1747 hartree
Gap between HOMO and LUMO   8.01 eV

=====

A 2-piece molecular cluster, CH3IOS overall. Source: the OMol25 dataset; level of theory: ωB97M-V/def2-TZVPD.

Geometry as ORCA input:
```
! RIJCOSX wB97M-V def2-TZVPD def2/J DEFGRID3
* xyz 0 1
C 0.183 0.339 -0.052
O 2.815 0.046 -0.248
S 1.642 -0.608 0.353
I -4.271 -1.176 0.244
H -0.113 0.921 0.732
H -0.685 -0.461 -0.056
H 0.430 0.940 -0.973
*
```

Values from the calculation:
Lowest unoccupied orbital energy (alpha / beta)   -0.7 / -3.6 eV
Energy relative to the best compared isomer or geometry (same formula, charge and spin)   139.4 kJ/mol
Highest occupied orbital energy (alpha / beta)   -0.3708 / -0.3167 hartree
Gap between HOMO and LUMO (alpha / beta)   9.43 / 5.00 eV

=====

CH3IOS2 as an isolated structure. Source: the OMol25 dataset; level of theory: ωB97M-V/def2-TZVPD.

Geometry as ORCA input:
```
! RIJCOSX wB97M-V def2-TZVPD def2/J DEFGRID3
* xyz 0 1
C 0.571 -0.261 -0.447
O -2.497 0.478 0.494
S 0.082 2.779 -0.073
S -0.416 1.016 0.426
I 2.613 -0.022 0.102
H 0.210 -1.240 -0.152
H 0.462 -0.102 -1.516
H 0.030 0.741 1.705
*
```

Values from the calculation:
Lowest unoccupied orbital energy (alpha / beta)   -1.5 / -1.5 eV
Energy relative to the best compared isomer or geometry (same formula, charge and spin)   499.9 kJ/mol
Highest occupied orbital energy (alpha / beta)   -0.3530 / -0.3532 hartree
Gap between HOMO and LUMO (alpha / beta)   8.14 / 8.15 eV

=====

A 2-piece molecular cluster, CH3IS2 overall. Source: the OMol25 dataset; level of theory: ωB97M-V/def2-TZVPD.

Geometry as ORCA input:
```
! RIJCOSX wB97M-V def2-TZVPD def2/J DEFGRID3
* xyz 0 1
C -0.959 -0.868 -0.941
S -3.120 -1.928 0.765
S -2.679 -1.041 -0.867
I 2.793 -0.752 0.046
H -0.685 -0.537 -1.885
H -0.314 -1.512 -0.299
H 1.508 0.059 0.450
*
```

Values from the calculation:
Lowest unoccupied orbital energy (alpha / beta)   -1.1 / -1.5 eV
Energy relative to the best compared isomer or geometry (same formula, charge and spin)   167.3 kJ/mol
Highest occupied orbital energy (alpha / beta)   -0.3264 / -0.3280 hartree
Gap between HOMO and LUMO (alpha / beta)   7.77 / 7.47 eV

=====

CH3N as an isolated structure. Source: the OMol25 dataset; level of theory: ωB97M-V/def2-TZVPD.

Geometry as ORCA input:
```
! RIJCOSX wB97M-V def2-TZVPD def2/J DEFGRID3
* xyz 0 1
C -0.432 -1.262 0.761
N 0.145 -0.725 1.611
H -0.527 0.780 -1.481
H -0.432 -0.010 -1.418
H 0.838 -0.435 2.271
*
```

Values from the calculation:
Lowest unoccupied orbital energy   1.3 eV
Energy relative to the best compared isomer or geometry (same formula, charge and spin)   140.0 kJ/mol
Highest occupied orbital energy   -0.4259 hartree
Gap between HOMO and LUMO   12.84 eV

=====

CH3N2O as an isolated structure. Source: the OMol25 dataset; level of theory: ωB97M-V/def2-TZVPD.

Geometry as ORCA input:
```
! RIJCOSX wB97M-V def2-TZVPD def2/J DEFGRID3
* xyz 1 1
C 0.094 -1.102 -0.991
N -0.176 1.362 1.396
N 0.087 0.359 0.968
O -0.253 0.040 -0.767
H 0.246 -1.317 -2.026
H 0.564 -1.609 -0.153
H -0.562 2.265 1.574
*
```

Values from the calculation:
Lowest unoccupied orbital energy (alpha / beta)   -5.9 / -5.9 eV
Energy relative to the best compared isomer or geometry (same formula, charge and spin)   269.0 kJ/mol
Highest occupied orbital energy (alpha / beta)   -0.5891 / -0.5890 hartree
Gap between HOMO and LUMO (alpha / beta)   10.18 / 10.18 eV

=====

An isolated ion of composition CH3N2O4S and charge -1. Source: the OMol25 dataset; level of theory: ωB97M-V/def2-TZVPD.

Geometry as ORCA input:
```
! RIJCOSX wB97M-V def2-TZVPD def2/J DEFGRID3
* xyz -1 1
C -1.369 -0.498 -0.478
N -0.369 -1.405 0.065
S 1.048 -0.734 -0.095
O 1.134 0.053 -1.316
O 2.125 -1.689 0.257
O 0.950 0.584 1.277
N 1.014 1.810 0.725
O 0.573 2.735 1.421
H -1.769 0.101 0.366
H -1.185 0.124 -1.426
H -2.154 -1.080 -0.795
*
```

Values from the calculation:
Lowest unoccupied orbital energy   4.1 eV
Energy relative to the best compared isomer or geometry (same formula, charge and spin)   415.1 kJ/mol
Highest occupied orbital energy   -0.1780 hartree
Gap between HOMO and LUMO   8.96 eV

=====

A single CH3N2OP molecule. Source: the OMol25 dataset; level of theory: ωB97M-V/def2-TZVPD.

Geometry as ORCA input:
```
! RIJCOSX wB97M-V def2-TZVPD def2/J DEFGRID3
* xyz 0 1
C -1.085 -0.051 -0.444
N 0.802 1.611 -0.234
N 1.501 0.786 0.196
O -0.036 -0.937 -0.667
P 1.275 -0.936 0.229
H -1.363 0.298 0.632
H -1.650 0.206 -1.318
H 0.556 -0.977 1.606
*
```

Values from the calculation:
Lowest unoccupied orbital energy (alpha / beta)   0.3 / 0.5 eV
Energy relative to the best compared isomer or geometry (same formula, charge and spin)   373.9 kJ/mol
Highest occupied orbital energy (alpha / beta)   -0.2864 / -0.2962 hartree
Gap between HOMO and LUMO (alpha / beta)   8.13 / 8.54 eV

=====

A single CH3N2OP molecule. Source: the OMol25 dataset; level of theory: ωB97M-V/def2-TZVPD.

Geometry as ORCA input:
```
! RIJCOSX wB97M-V def2-TZVPD def2/J DEFGRID3
* xyz 0 1
C 0.188 0.433 0.596
N 1.521 0.227 -0.361
N 1.274 0.308 -1.523
P -0.438 0.593 -1.956
O -0.895 0.591 -0.301
H 0.093 -0.470 1.301
H 0.417 1.483 1.027
H -0.634 -0.718 -2.261
*
```

Values from the calculation:
Lowest unoccupied orbital energy   0.7 eV
Energy relative to the best compared isomer or geometry (same formula, charge and spin)   210.3 kJ/mol
Highest occupied orbital energy   -0.3309 hartree
Gap between HOMO and LUMO   9.74 eV

=====

A single CH3N2OP molecule. Source: the OMol25 dataset; level of theory: ωB97M-V/def2-TZVPD.

Geometry as ORCA input:
```
! RIJCOSX wB97M-V def2-TZVPD def2/J DEFGRID3
* xyz 0 1
C -1.360 0.300 0.035
N -0.307 -0.322 -0.485
N 2.223 -1.312 0.027
O 1.696 1.495 0.034
P 1.627 0.055 0.043
H -1.606 1.427 -0.101
H -1.950 -0.349 0.615
H -0.323 -1.293 -0.168
*
```

Values from the calculation:
Lowest unoccupied orbital energy (alpha / beta)   -1.5 / -1.5 eV
Energy relative to the best compared isomer or geometry (same formula, charge and spin)   321.0 kJ/mol
Highest occupied orbital energy (alpha / beta)   -0.3537 / -0.3537 hartree
Gap between HOMO and LUMO (alpha / beta)   8.09 / 8.09 eV

=====

A single CH3N2PS molecule. Source: the OMol25 dataset; level of theory: ωB97M-V/def2-TZVPD.

Geometry as ORCA input:
```
! RIJCOSX wB97M-V def2-TZVPD def2/J DEFGRID3
* xyz 0 1
C -1.023 0.316 -0.234
N -0.540 -0.806 -0.022
N 0.451 -1.474 -0.051
P 2.029 -0.853 -0.077
S 1.740 1.127 -0.028
H -0.532 0.902 -1.094
H -1.850 0.768 0.417
H 2.009 -1.576 1.242
*
```

Values from the calculation:
Lowest unoccupied orbital energy (alpha / beta)   -1.4 / -1.4 eV
Energy relative to the best compared isomer or geometry (same formula, charge and spin)   354.7 kJ/mol
Highest occupied orbital energy (alpha / beta)   -0.3100 / -0.3100 hartree
Gap between HOMO and LUMO (alpha / beta)   7.08 / 7.08 eV

=====

A single CH3N2PS molecule. Source: the OMol25 dataset; level of theory: ωB97M-V/def2-TZVPD.

Geometry as ORCA input:
```
! RIJCOSX wB97M-V def2-TZVPD def2/J DEFGRID3
* xyz 0 1
N 1.586 -1.621 1.249
C 1.153 -0.882 0.477
P 0.600 0.547 -0.567
N -0.088 1.254 0.795
S -1.239 -0.870 -1.384
H -0.790 0.744 1.317
H -0.367 2.191 0.694
H -0.855 -1.363 -2.581
*
```

Values from the calculation:
Lowest unoccupied orbital energy   -0.4 eV
Energy relative to the best compared isomer or geometry (same formula, charge and spin)   72.8 kJ/mol
Highest occupied orbital energy   -0.3498 hartree
Gap between HOMO and LUMO   9.09 eV

=====

An isolated ion of composition CH3N2S and charge +1. Source: the OMol25 dataset; level of theory: ωB97M-V/def2-TZVPD.

Geometry as ORCA input:
```
! RIJCOSX wB97M-V def2-TZVPD def2/J DEFGRID3
* xyz 1 3
C 0.022 0.131 -0.292
N 1.119 -0.876 -0.214
N -0.664 0.795 0.548
S 0.623 -0.247 -1.787
H 0.814 -1.804 -0.100
H -0.362 0.816 1.498
H -1.553 1.186 0.347
*
```

Values from the calculation:
Lowest unoccupied orbital energy (alpha / beta)   -5.7 / -8.6 eV
Energy relative to the best compared isomer or geometry (same formula, charge and spin)   75.5 kJ/mol
Highest occupied orbital energy (alpha / beta)   -0.4430 / -0.6142 hartree
Gap between HOMO and LUMO (alpha / beta)   6.40 / 8.11 eV

=====

A single CH3N3O molecule. Source: the OMol25 dataset; level of theory: ωB97M-V/def2-TZVPD.

Geometry as ORCA input:
```
! RIJCOSX wB97M-V def2-TZVPD def2/J DEFGRID3
* xyz 0 1
C 0.049 0.233 -0.277
N -2.032 -1.058 -0.121
N -2.492 0.004 0.012
N -0.369 -0.935 0.000
O -1.944 1.094 0.076
H 0.401 0.985 0.507
H -0.141 0.640 -1.325
H -0.337 -1.121 0.989
*
```

Values from the calculation:
Lowest unoccupied orbital energy   0.2 eV
Energy relative to the best compared isomer or geometry (same formula, charge and spin)   472.6 kJ/mol
Highest occupied orbital energy   -0.3637 hartree
Gap between HOMO and LUMO   10.07 eV